Version one
Entry from the Open Molecules 2025 dataset: C18H16N4O2S in the gas phase (ωB97M-V with the def2-TZVPD basis set).

## Properties
SMILES	Cc1cc(NC(=O)CSc2nc3c(C)ccc(C)c3cc2C#N)no1
orbital gap	8.1	eV

Element x y z (Å)
C 3.1358 -0.0197 -2.3084
C 2.2664 -0.9148 -1.5090
C 0.9376 -1.2132 -1.5931
C 0.7296 -2.1008 -0.5061
N -0.4452 -2.6606 -0.0514
C -1.6730 -2.4192 -0.5997
O -1.8274 -1.9449 -1.6981
C -2.8347 -2.7684 0.3162
S -3.9267 -1.3002 0.3900
C -2.6617 -0.0709 0.4788
N -1.5894 -0.3747 1.1458
C -0.5141 0.4390 1.1165
C 0.6186 0.0850 1.8876
C 0.5772 -1.0865 2.8170
C 1.7527 0.8468 1.7510
C 1.7997 1.9511 0.8936
C 0.7001 2.3601 0.1803
C 0.7613 3.5644 -0.7083
C -0.4959 1.6099 0.3035
C -1.7013 1.9625 -0.3355
C -2.8084 1.1501 -0.2333
C -4.0272 1.4888 -0.8569
N -5.0125 1.7866 -1.3615
N 1.8499 -2.3085 0.1481
O 2.8073 -1.5744 -0.4717
H 3.3142 0.9062 -1.7623
H 2.6555 0.2139 -3.2534
H 4.0962 -0.4967 -2.4901
H 0.2107 -0.8746 -2.2977
H -0.3716 -3.0890 0.8601
H -3.4506 -3.5529 -0.1220
H -2.5211 -3.0409 1.3217
H 0.9669 -0.8028 3.7927
H -0.4444 -1.4372 2.9284
H 1.2011 -1.8903 2.4254
H 2.6357 0.5823 2.3142
H 2.7243 2.5047 0.8103
H 0.0686 4.3325 -0.3656
H 1.7637 3.9849 -0.7062
H 0.4978 3.3030 -1.7326
H -1.7660 2.8694 -0.9181

Version two
Entry from the Open Molecules 2025 dataset: C18H16N4O2S in the gas phase (ωB97M-V with the def2-TZVPD basis set).

## Properties
SMILES	CCn1c(CSc2nc3ccccc3[nH]2)nc2cc(C(=O)O)ccc21
orbital gap	8.8	eV

Element x y z (Å)
C 2.9107 -3.2397 -0.6824
C 1.8691 -2.2210 -1.1387
N 1.2346 -1.5729 -0.0209
C 0.2030 -2.0418 0.7524
C -0.4930 -3.3245 0.5052
S -2.2659 -2.9928 0.1318
C -2.0449 -1.5584 -0.8300
N -1.0446 -1.3564 -1.6381
C -1.2055 -0.0731 -2.0974
C -0.4117 0.6758 -2.9570
C -0.8136 1.9659 -3.2328
C -1.9730 2.5089 -2.6773
C -2.7771 1.7808 -1.8223
C -2.3770 0.4875 -1.5357
N -2.8960 -0.4978 -0.7319
N -0.1660 -1.2053 1.6814
C 0.6385 -0.1078 1.5394
C 0.6612 1.0864 2.2404
C 1.5862 2.0459 1.8491
C 1.6083 3.3235 2.5846
O 0.8683 3.6111 3.4940
O 2.5507 4.1829 2.1512
C 2.4732 1.8152 0.7834
C 2.4622 0.6318 0.0815
C 1.5346 -0.3290 0.4621
H 3.3788 -3.7024 -1.5470
H 3.6807 -2.7519 -0.0885
H 2.4526 -4.0178 -0.0759
H 1.0963 -2.6886 -1.7540
H 2.3463 -1.4440 -1.7392
H -0.0694 -3.8761 -0.3302
H -0.5166 -3.9419 1.4022
H 0.4819 0.2539 -3.3883
H -0.2179 2.5765 -3.8950
H -2.2453 3.5248 -2.9209
H -3.6713 2.2027 -1.3899
H -3.7094 -0.4467 -0.1425
H -0.0125 1.2786 3.0593
H 2.5056 4.9961 2.6774
H 3.1722 2.5921 0.5179
H 3.1482 0.4673 -0.7358

Relative stability in kJ/mol, measured from the most stable structure: version one 230.0; version two 0.0

Version one
Entry from the Open Molecules 2025 dataset: 9 unconnected molecules or ions with the total composition C27H54O27 (ωB97M-V with the def2-TZVPD basis set).

## Properties
SMILES	COC(=O)OC.COC(=O)OC.COC(=O)OC.COC(=O)OC.COC(=O)OC.COC(=O)OC.COC(=O)OC.COC(=O)OC.COC(=O)OC
orbital gap	10.7	eV

Element x y z (Å)
C -1.6136 1.1086 3.5043
O -2.4254 0.2757 4.3529
C -3.6707 0.2881 4.0324
O -4.1573 0.8454 3.0135
O -4.5520 -0.2510 4.9310
C -5.9643 -0.3751 4.6809
H -0.4756 1.0752 3.7100
H -1.8244 2.0464 3.8801
H -1.8581 0.9569 2.3848
H -6.3929 0.6278 4.8449
H -6.4614 -0.9900 5.5853
H -6.1560 -0.5795 3.6539
C 3.8825 2.9748 -6.7839
O 3.3468 2.0822 -5.8595
C 2.5454 2.5115 -4.8109
O 2.0995 3.6301 -4.8596
O 2.4692 1.5846 -3.9069
C 1.5314 1.8598 -2.8760
H 2.9245 3.4857 -7.2319
H 4.8047 2.5255 -7.4230
H 4.0868 3.9862 -6.4529
H 1.1843 1.0156 -2.1659
H 0.5915 2.4580 -3.1667
H 1.9836 2.5723 -2.1231
C 2.1457 0.3023 5.4975
O 1.2378 -0.5009 4.7837
C 1.5364 -1.7101 4.2651
O 2.5929 -2.2901 4.5805
O 0.6668 -2.3347 3.4586
C 1.0703 -3.6322 2.8478
H 2.6909 -0.2208 6.4535
H 1.8587 1.2480 5.9499
H 2.8414 0.5786 4.8260
H 1.5658 -3.9450 3.6570
H 1.5894 -3.3583 1.8710
H 0.1376 -4.2776 2.6014
C -5.6632 5.1807 -2.8126
O -5.5473 3.8970 -2.2442
C -4.3913 3.4226 -1.9737
O -3.4054 4.0094 -2.2887
O -4.3842 2.1754 -1.3231
C -3.2605 1.7928 -0.4538
H -5.5538 5.1894 -3.8962
H -4.9875 5.8292 -2.2095
H -6.7360 5.4457 -2.6250
H -2.4514 2.0433 -0.8006
H -3.3608 0.7157 0.1028
H -3.5383 2.6389 0.3873
C 5.0334 -6.1768 -0.5205
O 3.7672 -6.5098 -1.0500
C 2.7441 -5.5006 -0.9636
O 2.8382 -4.5844 -0.2418
O 1.5303 -5.8138 -1.4944
C 0.4159 -4.9990 -1.5554
H 5.9410 -6.7255 -0.8352
H 4.8338 -6.1379 0.6001
H 5.2847 -5.1770 -0.6630
H -0.4192 -5.7819 -1.7753
H 0.5266 -4.3218 -2.2647
H 0.0864 -4.5258 -0.5029
C 4.5243 -1.9092 -0.9571
O 5.2199 -0.9804 -1.8651
C 5.0112 0.2845 -1.8268
O 4.3618 0.8430 -0.9045
O 5.8011 0.8943 -2.6941
C 5.8095 2.3380 -2.8200
H 4.4332 -2.8874 -1.1478
H 3.5902 -1.5129 -1.0275
H 4.9319 -1.8080 0.1262
H 6.7561 2.8873 -2.6100
H 4.9780 2.8879 -2.2058
H 5.5162 2.7696 -3.7505
C -4.2072 -3.1420 2.4540
O -4.6961 -1.9472 1.8086
C -4.9839 -1.9634 0.5026
O -4.9036 -3.0312 -0.0774
O -5.4009 -0.8571 -0.1321
C -5.9086 -0.8628 -1.4583
H -4.8209 -4.0631 2.1261
H -3.9599 -2.8502 3.5576
H -3.2059 -3.3544 2.0491
H -5.0974 -0.3362 -2.2948
H -6.9037 -0.3230 -1.3658
H -6.1625 -1.9119 -1.7808
C 1.2738 -0.2182 0.8742
O -0.1103 -0.2781 0.4711
C -0.3039 -1.0046 -0.5906
O 0.4614 -1.6763 -1.3090
O -1.6400 -0.9125 -1.0382
C -2.1862 -1.8444 -2.0329
H 1.6784 -1.2419 0.8592
H 1.0607 0.0193 2.0535
H 1.7837 0.5950 0.4798
H -3.1553 -1.2600 -2.3661
H -2.5179 -2.8149 -1.5075
H -1.3498 -2.1052 -2.7304
C 3.3765 2.8608 2.5404
O 1.9174 2.8139 2.2816
C 1.5627 3.4014 1.0836
O 2.3989 4.0220 0.4083
O 0.2960 3.3063 0.8185
C -0.1807 4.0306 -0.3317
H 3.6320 3.7846 2.4927
H 3.7744 2.4291 1.7791
H 3.6520 2.5064 3.4721
H 0.0349 3.6480 -1.2569
H -0.0018 4.9860 -0.2566
H -1.2745 4.1288 -0.2019

Version two
Entry from the Open Molecules 2025 dataset: 9 unconnected molecules or ions with the total composition C27H54O27 (ωB97M-V with the def2-TZVPD basis set).

## Properties
SMILES	COC(=O)OC.COC(=O)OC.COC(=O)OC.COC(=O)OC.COC(=O)OC.COC(=O)OC.COC(=O)OC.COC(=O)OC.COC(=O)OC
orbital gap	11.0	eV

Element x y z (Å)
C 8.8793 4.1511 0.2282
O 7.6196 3.9451 0.8330
C 6.5906 3.7349 0.0388
O 6.5937 3.6797 -1.1605
O 5.5063 3.6349 0.7888
C 4.2232 3.3797 0.2387
H 9.2104 3.2429 -0.2758
H 9.5913 4.4488 0.9931
H 8.8451 4.9720 -0.4916
H 3.5050 3.1841 1.0333
H 4.3659 2.4586 -0.3268
H 3.8533 4.2365 -0.3260
C 3.5314 -0.7167 2.9665
O 2.9945 0.5793 2.5099
C 2.6377 1.4197 3.4875
O 2.4441 1.1078 4.6236
O 2.6141 2.6327 2.9491
C 2.1386 3.6995 3.7680
H 4.5730 -0.4668 3.1486
H 3.3111 -1.3767 2.1359
H 3.0124 -0.9942 3.8784
H 1.0910 3.5032 4.0074
H 2.1052 4.5949 3.1520
H 2.7384 3.8371 4.6623
C -3.1225 -1.6440 -3.5587
O -3.0943 -2.2230 -4.8306
C -2.9227 -1.4804 -5.8949
O -2.8190 -0.2872 -5.9452
O -2.8674 -2.2968 -6.9509
C -2.6852 -1.6653 -8.2165
H -4.1438 -1.5272 -3.1892
H -2.6025 -0.6851 -3.5152
H -2.6397 -2.1862 -2.7425
H -1.7766 -1.0679 -8.1895
H -3.5729 -1.0788 -8.4467
H -2.5822 -2.4264 -8.9849
C -0.9379 -6.8844 7.1403
O -2.1399 -6.5787 6.4424
C -2.0682 -5.4960 5.6712
O -1.0791 -4.8546 5.4459
O -3.2842 -5.2593 5.1979
C -3.3498 -4.3635 4.0916
H -1.0829 -7.7330 7.7991
H -0.5841 -6.0005 7.6720
H -0.1658 -7.1425 6.4101
H -4.3955 -4.2801 3.8139
H -2.7081 -4.6722 3.2683
H -3.0334 -3.3506 4.3557
C 1.0271 0.3490 -3.2682
O 1.3692 1.6258 -3.7574
C 2.5060 2.1503 -3.3339
O 3.1143 1.8362 -2.3487
O 2.8324 3.1256 -4.1828
C 3.9526 3.9060 -3.8004
H 0.8717 0.4568 -2.1966
H 1.7437 -0.4680 -3.4029
H 0.1347 -0.0860 -3.7138
H 3.6095 4.6679 -3.0958
H 4.4161 4.4975 -4.5876
H 4.7700 3.3877 -3.2983
C -2.9731 -1.1943 0.9619
O -1.7092 -0.6735 1.3793
C -0.9807 -0.0654 0.4578
O -0.9255 -0.3240 -0.7112
O -0.1215 0.7397 1.0975
C 0.8184 1.4405 0.2947
H -3.6606 -0.3593 0.8408
H -3.2961 -1.8912 1.7316
H -2.9209 -1.8208 0.0710
H 1.3871 2.1308 0.9073
H 0.4486 1.8960 -0.6248
H 1.5274 0.6685 -0.0297
C -8.8838 -4.4472 2.1969
O -7.5888 -4.4528 1.6284
C -6.6392 -3.7831 2.2894
O -6.7249 -3.4087 3.4213
O -5.5180 -3.6917 1.5999
C -5.4416 -3.7623 0.1808
H -9.1771 -3.5118 2.6639
H -8.9546 -5.2674 2.9174
H -9.6334 -4.7390 1.4614
H -5.3990 -2.7395 -0.1840
H -6.3000 -4.1954 -0.3429
H -4.6625 -4.4474 -0.1405
C 0.0420 -3.3797 -1.5554
O 0.6440 -3.2928 -0.2864
C -0.0891 -3.4366 0.8210
O -1.2566 -3.7649 0.8316
O 0.5669 -2.8998 1.8209
C 0.0344 -2.9796 3.1466
H -0.8060 -2.6887 -1.6393
H -0.3908 -4.3747 -1.6745
H 0.7428 -3.0007 -2.2935
H -0.4781 -2.0348 3.3274
H 0.8694 -3.0287 3.8388
H -0.6201 -3.8243 3.3115
C 1.0490 5.1351 -1.2383
O 0.5418 6.2160 -1.9920
C 1.3681 6.9909 -2.6679
O 2.5679 6.9084 -2.6845
O 0.6290 7.8673 -3.3378
C 1.2888 8.7691 -4.2156
H 1.5442 5.5701 -0.3638
H 1.7893 4.5073 -1.7355
H 0.2443 4.5015 -0.8786
H 0.5747 9.3082 -4.8296
H 1.9433 8.2172 -4.8915
H 1.8649 9.4606 -3.6012

Relative stability in kJ/mol, measured from the most stable structure: version one 1173.3; version two 0.0

Version one
Entry from the Open Molecules 2025 dataset: C2H4ClNO2 in the gas phase (ωB97M-V with the def2-TZVPD basis set).

## Properties
SMILES	[H]/N=C(\Cl)C(O)O
orbital gap	11.3	eV

Element x y z (Å)
H -1.9418 -1.4724 -0.1874
N -1.2617 -0.7468 -0.2801
C -0.5763 -0.1856 0.6148
Cl -0.6708 -0.3545 2.3560
C 0.5505 0.7256 0.1032
O 1.6548 -0.3407 -0.0822
O 0.1961 1.1732 -1.1005
H 1.2701 1.4591 0.7171
H 1.2667 -0.8312 -0.8700
H -0.4875 0.5733 -1.2710

Version two
Entry from the Open Molecules 2025 dataset: 2 unconnected molecules or ions with the total composition C2H4ClNO2 (ωB97M-V with the def2-TZVPD basis set).

## Properties
orbital gap (alpha / beta)	9.3 / 9.3	eV

Element x y z (Å)
C -0.3189 0.2876 -0.8934
C 1.1546 -0.2250 0.6769
N -1.4411 -0.0005 -0.0167
O -1.8236 0.9223 0.6692
O -2.0329 -1.0146 -0.1518
Cl 2.7032 0.2880 0.0733
H -0.1226 -0.7088 -1.4378
H -0.0159 1.3363 -1.0770
H 1.0174 -1.2892 0.6596
H 0.8799 0.4038 1.4978

Relative stability in kJ/mol, measured from the most stable structure: version one 0.0; version two 389.5

Version one
Entry from the Open Molecules 2025 dataset: a gas-phase ion, C4H11N2OS (charge +1) (ωB97M-V with the def2-TZVPD basis set).

## Properties
SMILES	C/C(O)=[NH+]/[C@@](C)(N)S
net charge	+1
orbital gap	9.7	eV

Element x y z (Å)
C 2.5342 -1.3881 0.0070
C 1.4432 -0.4894 -0.2391
O 1.7557 0.6055 -0.8981
N 0.1512 -0.8379 -0.0379
C -1.0149 0.1026 -0.2316
C -1.0863 0.9738 1.0144
N -0.8264 0.9351 -1.3842
S -2.4018 -1.0250 -0.4209
H 2.7422 -1.9852 -0.7982
H 3.4000 -0.8773 -0.0434
H 2.3342 -1.9180 0.8589
H 0.9568 1.2173 -1.0292
H -0.2475 -1.6983 0.2791
H -2.0984 1.4740 1.2300
H -0.2747 1.8489 0.9906
H -0.9823 0.2467 1.8026
H -1.7630 1.3290 -1.5896
H -0.5925 0.3968 -2.2231
H -3.2975 -0.0136 -0.7273

Version two
Entry from the Open Molecules 2025 dataset: a gas-phase ion, C4H11N2OS (charge +1) (ωB97M-V with the def2-TZVPD basis set).

## Properties
SMILES	NC/C(O)=[NH+]/CCS
net charge	+1
orbital gap	5.3	eV

Element x y z (Å)
N -0.5642 -1.4484 -2.3234
C 0.7480 -1.5878 -1.3151
C 0.8083 -0.5187 -0.2844
O 1.3942 0.6693 -0.9548
N 0.1384 -0.7196 1.0785
C -1.0245 0.1113 1.5434
C -1.0275 1.5964 1.2253
S 0.1776 2.4393 2.2121
H -0.7968 -0.5022 -2.3105
H -0.4746 -1.7130 -3.2423
H 0.5172 -2.4652 -0.7750
H 1.6203 -1.5441 -1.9537
H 2.3063 0.4600 -1.1159
H 0.8914 -0.6679 1.7381
H -1.9445 -0.2781 1.1302
H -0.9934 -0.1778 2.6860
H -0.6837 1.5720 0.2363
H -1.9881 1.9548 1.2526
H 0.8958 2.8196 1.1726

Relative stability in kJ/mol, measured from the most stable structure: version one 0.0; version two 443.4